(1)
The following is a quantum chemistry calculation of a structure of composition C20H55Cu4N5O9S in a non-equilibrium geometry, from the OMol25 dataset.

Summary:
- maximum force (eV/Å) = 2.4
- total charge = +2
- 2S+1 = 1
- HOMO-LUMO gap (eV) = 4.717

Structure (XYZ):
```
94
Properties=species:S:1:pos:R:3:forces:R:3:lowdin_charge:R:1
Cu -3.279 2.073 -1.818 0.7 -0.7 0.1 0.671
Cu 0.145 -2.187 -1.122 -0.6 -0.2 0.5 0.491
Cu -2.540 3.126 1.749 0.0 -1.8 0.2 0.622
Cu -1.007 4.061 -0.525 1.5 -1.3 -0.1 0.613
S -1.080 1.048 -0.538 0.0 -0.5 1.4 0.319
O -0.916 1.950 0.642 -0.1 1.3 0.8 -0.381
O -0.057 0.010 -0.579 -0.8 1.1 0.5 -0.328
O -2.444 0.503 -0.435 -1.3 -0.5 -0.6 -0.372
O -1.085 1.934 -1.707 -0.2 1.6 -1.8 -0.329
C 3.231 -0.139 -1.645 0.8 -0.4 -0.7 -0.047
C 2.578 0.349 -2.926 0.2 0.8 0.7 -0.425
C 3.353 0.170 -4.219 -0.2 -0.2 -0.2 -0.198
O 4.706 0.512 -4.108 -0.1 -0.6 0.0 -0.161
C 5.012 1.870 -4.059 0.3 1.0 0.1 -0.120
N 1.237 -0.245 -2.970 0.3 -0.3 -0.7 0.072
H 3.265 -1.230 -1.679 -0.1 -0.1 0.3 0.090
H 2.712 0.223 -0.760 -0.2 -0.3 0.0 0.035
H 4.268 0.195 -1.574 0.0 0.1 0.0 0.093
H 2.558 1.446 -2.831 -0.5 0.2 0.1 0.121
H 2.908 0.838 -4.967 -0.3 -0.2 -0.1 0.128
H 3.272 -0.860 -4.571 0.2 0.0 0.0 0.137
H 5.088 2.253 -3.034 0.3 -0.2 0.1 0.077
H 4.313 2.579 -4.521 -0.4 -0.6 -0.4 0.091
H 5.951 2.010 -4.593 0.1 0.0 0.3 0.098
H 0.765 0.082 -2.155 -0.3 0.3 0.1 -0.020
H 0.714 0.070 -3.780 0.0 -0.1 -0.1 0.090
C -4.535 -2.571 -2.253 0.0 -0.3 -1.2 -0.036
C -3.017 -2.643 -2.548 -1.3 0.0 0.6 -0.393
C -2.556 -1.669 -3.628 0.2 -0.6 -0.7 -0.207
O -3.052 -1.993 -4.909 -0.5 -0.4 0.0 -0.181
C -2.429 -3.126 -5.536 0.8 1.1 0.0 -0.060
N -2.361 -2.421 -1.253 1.6 -0.1 -0.2 0.052
H -4.845 -3.451 -1.688 0.1 0.3 0.5 0.085
H -5.185 -2.631 -3.130 0.3 0.2 -0.3 0.086
H -4.754 -1.615 -1.771 -0.1 -0.2 0.3 0.072
H -2.729 -3.660 -2.813 -0.2 0.1 -0.4 0.133
H -1.459 -1.686 -3.654 0.2 0.2 0.1 0.114
H -2.910 -0.641 -3.488 0.1 0.0 0.5 0.121
H -2.165 -3.871 -4.788 -0.3 -0.4 -0.3 0.081
H -1.506 -2.778 -6.010 0.2 -0.1 0.2 0.091
H -3.026 -3.476 -6.374 -0.5 -0.2 0.5 0.098
H -2.899 -2.942 -0.570 0.3 -0.1 0.2 0.092
H -2.409 -1.456 -0.977 -0.4 0.5 0.1 0.016
C 3.505 1.771 1.600 0.4 0.4 -0.9 -0.037
C 2.724 3.028 1.164 -0.7 -1.3 -0.5 -0.376
C 2.387 3.011 -0.375 0.7 -0.2 1.2 -0.152
O 1.457 4.032 -0.753 -0.9 -0.5 -0.6 -0.240
C 1.973 5.343 -0.713 0.6 0.4 1.1 -0.073
N 1.462 2.996 1.905 0.0 1.2 0.4 0.052
H 2.860 0.892 1.564 -0.1 0.1 0.3 0.045
H 3.951 1.904 2.583 -0.3 -0.1 0.1 0.090
H 4.337 1.553 0.925 0.0 0.1 -0.1 0.085
H 3.292 3.910 1.456 -0.1 0.1 -0.1 0.135
H 1.917 2.059 -0.620 -0.2 0.1 0.1 0.092
H 3.319 3.053 -0.945 -0.1 0.4 -0.3 0.133
H 2.828 5.532 -1.366 -0.3 -0.3 -0.4 0.109
H 2.363 5.504 0.298 -0.2 0.4 0.0 0.093
H 1.147 6.025 -0.909 0.2 0.1 -0.1 0.094
H 0.835 2.296 1.541 0.2 -0.4 -0.1 0.022
H 0.985 3.872 1.699 -0.1 0.1 0.3 0.052
C -5.170 -0.691 2.550 1.2 -1.8 0.3 -0.025
C -3.896 0.057 2.947 -1.9 0.6 0.0 -0.384
C -2.609 -0.681 2.874 1.4 -0.1 -0.9 -0.237
O -2.372 -1.806 3.679 -0.6 0.1 -0.1 -0.172
C -2.950 -1.838 4.986 0.5 -0.5 -0.2 -0.062
N -3.855 1.203 1.988 1.1 1.7 -0.2 0.042
H -6.079 -0.100 2.620 0.0 -0.1 0.2 0.093
H -5.179 -1.620 3.127 -0.7 0.3 0.5 0.084
H -5.063 -1.147 1.561 0.0 0.6 -0.4 0.088
H -3.969 0.425 3.974 -0.3 0.3 -0.1 0.145
H -1.830 0.088 2.992 0.2 0.0 0.5 0.130
H -2.437 -1.013 1.847 -0.2 -0.2 -0.2 0.111
H -2.675 -2.818 5.373 -0.1 0.0 0.1 0.102
H -4.038 -1.798 4.942 0.0 0.3 0.2 0.082
H -2.498 -1.094 5.644 -0.3 0.2 0.0 0.100
H -4.792 1.383 1.645 -0.2 0.1 0.4 0.083
H -3.376 0.908 1.147 0.2 -0.6 -0.2 0.006
C 2.701 -2.140 1.331 0.4 1.1 0.9 -0.030
C 1.428 -2.189 2.186 0.7 -1.9 -0.4 -0.377
C 1.314 -1.277 3.381 0.0 0.9 1.2 -0.202
O 2.357 -1.500 4.301 0.9 -0.6 -1.3 -0.171
C 2.394 -0.707 5.437 -0.1 0.4 1.0 -0.118
N 0.267 -2.123 1.279 0.3 0.2 -0.5 0.065
H 3.574 -2.457 1.903 -0.1 -0.3 0.0 0.094
H 2.955 -1.107 1.083 -0.2 0.0 -0.3 0.045
H 2.629 -2.730 0.420 -0.2 -0.1 0.1 0.072
H 1.451 -3.178 2.652 -0.3 -0.2 -0.3 0.151
H 0.414 -1.526 3.955 -0.6 0.2 -0.5 0.123
H 1.291 -0.208 3.122 -0.1 0.1 -0.3 0.121
H 3.196 -1.096 6.064 -0.1 -0.1 0.0 0.098
H 1.459 -0.743 6.011 -0.1 -0.2 0.0 0.088
H 2.612 0.358 5.297 0.0 0.0 -0.6 0.087
H -0.571 -2.475 1.721 -0.2 0.1 0.1 0.080
H 0.145 -1.151 1.027 -0.4 0.2 0.3 0.032
```
Positions in Å, forces in eV/Å.


(2)
The following is a quantum chemistry calculation of a structure of composition C22H60CaF6N11O13P3S2 in a non-equilibrium geometry, from the OMol25 dataset.

Summary:
- maximum force (eV/Å) = 3.7
- 2S+1 = 1
- HOMO-LUMO gap (eV) = 8.316

Structure (XYZ):
```
118
Properties=species:S:1:pos:R:3:forces:R:3:lowdin_charge:R:1
Ca 1.255 0.559 -0.545 -0.5 -0.5 0.3 1.397
C 1.045 1.253 -5.505 -0.3 -1.7 -0.6 -0.605
F 1.716 1.197 -6.671 0.3 0.6 0.9 0.121
F 0.803 2.494 -5.129 0.6 0.1 -0.3 0.130
F -0.154 0.694 -5.828 0.1 0.1 0.8 0.085
S 1.969 0.232 -4.147 2.3 -2.8 -0.3 0.549
O 3.396 0.559 -4.296 -2.1 0.3 -0.1 -0.318
O 1.384 0.624 -2.868 -0.5 0.8 -0.3 -0.452
O 1.709 -1.212 -4.404 -0.2 2.4 -0.4 -0.348
C 2.886 5.211 -0.329 1.0 -1.4 -0.8 -0.514
F 4.174 5.767 -0.310 -2.7 -0.5 -0.3 0.071
F 2.133 5.750 0.642 0.8 -0.3 -0.9 0.125
F 2.246 5.386 -1.540 1.3 0.4 1.8 0.087
S 3.112 3.284 -0.122 0.7 -1.9 1.3 0.515
O 3.669 3.053 1.228 -0.2 1.3 -1.7 -0.339
O 1.753 2.741 -0.190 -1.2 1.1 0.2 -0.486
O 3.840 2.705 -1.241 0.5 1.4 0.6 -0.304
C 5.441 -0.110 1.210 -0.5 0.8 -0.3 0.065
N 4.042 -0.294 1.673 -0.3 -1.3 -1.3 -0.385
O 3.149 0.204 0.997 0.6 -0.5 1.5 -0.056
O 3.920 -1.061 2.617 -0.6 1.0 -0.4 0.069
H 5.816 0.473 2.052 1.0 -0.4 -0.3 0.116
H 5.441 0.468 0.286 -0.2 0.3 0.3 0.102
H 5.819 -1.103 0.968 0.3 0.2 0.8 0.091
C 4.799 -1.977 -2.505 0.3 -0.4 -0.6 0.068
N 4.052 -1.916 -1.213 0.1 -0.2 -1.5 -0.375
O 3.085 -1.174 -1.212 0.6 -0.7 0.5 -0.001
O 4.458 -2.626 -0.311 -0.6 0.5 0.3 0.057
H 5.104 -0.960 -2.751 0.0 -0.1 0.0 0.106
H 4.163 -2.364 -3.301 -0.6 0.5 0.2 0.098
H 5.606 -2.709 -2.463 0.1 0.4 0.6 0.098
O -0.900 1.292 -0.909 -3.0 0.2 -1.6 -0.427
P -2.243 1.517 -1.637 0.2 -0.3 -0.6 0.724
N -3.534 2.079 -0.612 0.7 -1.6 -1.1 -0.270
C -4.473 1.229 0.180 0.3 0.2 -0.1 -0.101
C -3.579 3.510 -0.285 -0.1 -0.6 -0.6 -0.101
N -2.797 0.125 -2.529 0.8 1.1 1.0 -0.284
C -1.844 -0.864 -3.092 0.0 1.1 0.9 -0.086
C -4.093 0.090 -3.194 -0.8 -0.3 1.2 -0.129
N -2.099 2.734 -2.808 0.0 -0.9 1.6 -0.325
C -3.031 2.973 -3.915 1.2 0.0 0.6 -0.090
C -0.916 3.564 -2.807 0.1 0.1 -1.0 -0.102
H -5.391 0.938 -0.329 0.1 0.1 -0.6 0.074
H -4.824 1.778 1.054 0.2 0.3 0.0 0.076
H -4.052 0.310 0.589 0.4 0.1 -0.4 0.040
H -4.641 3.754 -0.295 0.1 0.5 0.5 0.086
H -3.103 4.108 -1.062 0.0 -0.2 -0.1 0.070
H -3.046 3.725 0.642 -0.4 0.1 0.3 0.073
H -1.606 -0.603 -4.123 -0.2 -0.4 -0.2 0.082
H -0.901 -0.812 -2.548 -0.1 -0.2 0.1 0.045
H -2.321 -1.834 -2.952 0.3 -0.2 -0.4 0.079
H -4.495 1.090 -3.352 -0.1 -0.4 -0.3 0.051
H -4.150 -0.564 -4.065 0.8 0.6 -0.6 0.088
H -4.796 -0.469 -2.577 -0.4 0.2 0.6 0.067
H -2.775 2.259 -4.697 -0.9 -0.3 -0.2 0.088
H -4.049 3.015 -3.525 -0.1 -0.3 -0.5 0.076
H -2.794 3.939 -4.361 -0.1 0.2 0.3 0.083
H -0.374 3.403 -3.738 0.2 -0.1 0.3 0.066
H -0.269 3.312 -1.966 -0.1 0.5 0.0 0.070
H -1.269 4.590 -2.907 0.4 0.4 0.8 0.082
O 0.396 -1.678 -0.425 -0.6 0.5 -1.0 -0.352
P -0.037 -3.085 -0.301 -0.6 -1.8 1.7 0.593
N 0.926 -3.831 0.862 -2.0 0.2 0.4 -0.291
C 0.951 -3.353 2.263 -0.2 0.3 -1.2 -0.077
C 1.957 -4.743 0.556 0.9 -1.3 -0.5 -0.128
N 0.044 -4.053 -1.655 0.1 0.0 1.2 -0.302
C 0.762 -3.595 -2.817 -0.4 0.7 0.1 -0.110
C -0.474 -5.448 -1.668 0.6 1.5 0.6 -0.073
N -1.639 -3.220 0.287 0.3 -0.7 0.8 -0.270
C -2.635 -2.218 -0.019 0.5 0.2 -0.6 -0.133
C -2.192 -4.338 1.108 2.2 0.3 -0.3 -0.100
H 1.989 -3.117 2.497 -0.1 0.2 0.3 0.077
H 0.569 -4.102 2.956 0.0 -0.2 0.0 0.081
H 0.323 -2.464 2.313 0.2 0.1 0.2 0.067
H 2.233 -5.321 1.438 0.3 0.5 0.4 0.092
H 2.821 -4.241 0.120 0.3 -0.2 0.2 0.066
H 1.687 -5.578 -0.091 -0.4 0.3 -0.5 0.066
H 1.801 -3.917 -2.892 0.0 -0.5 -0.1 0.083
H 0.148 -3.882 -3.670 0.5 0.1 -0.4 0.095
H 0.811 -2.508 -2.746 0.0 -0.1 -0.4 0.037
H -0.860 -5.690 -0.678 -0.3 0.0 -0.2 0.052
H -1.255 -5.490 -2.427 0.1 -0.5 0.0 0.087
H 0.358 -6.137 -1.815 -0.1 -0.1 -0.5 0.078
H -3.310 -1.990 0.806 0.2 -0.2 0.3 0.069
H -2.111 -1.303 -0.295 -0.2 0.1 -0.1 0.050
H -3.253 -2.564 -0.847 -0.2 0.2 -0.2 0.081
H -1.453 -5.138 1.148 0.1 -0.1 -0.1 0.053
H -3.095 -4.808 0.717 -0.2 0.5 0.0 0.086
H -2.221 -4.016 2.149 -0.8 0.1 0.1 0.078
O 0.326 0.615 1.687 -0.7 0.7 0.0 -0.348
P -0.093 1.014 3.054 -0.1 0.1 1.7 0.631
N -0.531 2.658 3.274 1.4 -1.3 -0.9 -0.288
C -0.214 3.685 2.297 0.4 0.1 -0.4 -0.093
C -1.143 3.106 4.492 -1.0 -0.5 0.1 -0.123
N 1.108 0.633 4.180 -0.9 -0.8 1.1 -0.288
C 2.363 1.395 4.211 -1.0 0.0 -0.8 -0.082
C 1.301 -0.715 4.788 -1.0 0.8 -0.5 -0.102
N -1.486 0.169 3.579 0.0 -0.9 0.8 -0.277
C -2.012 0.039 4.973 0.9 0.3 -1.1 -0.099
C -2.601 0.197 2.659 0.5 0.1 -1.4 -0.154
H -0.594 4.652 2.627 -0.4 -0.1 0.0 0.083
H -0.641 3.428 1.328 0.1 0.1 -0.1 0.068
H 0.858 3.850 2.183 0.1 -0.3 -0.2 0.067
H -1.028 4.178 4.648 0.6 -0.2 0.2 0.085
H -0.834 2.492 5.338 0.2 0.4 0.2 0.074
H -2.222 2.995 4.387 -0.4 -0.1 0.3 0.069
H 3.036 0.928 4.930 -0.1 0.3 0.0 0.088
H 2.775 1.315 3.205 0.5 0.6 0.1 0.050
H 2.102 2.420 4.475 0.6 0.1 -0.1 0.084
H 0.396 -1.301 4.623 0.3 -0.3 -0.4 0.059
H 2.212 -1.169 4.397 -0.3 -0.3 -0.1 0.061
H 1.375 -0.644 5.873 0.2 0.3 0.1 0.078
H -1.160 -0.015 5.650 -0.3 0.7 0.3 0.067
H -2.736 0.847 5.082 0.3 0.2 0.8 0.071
H -2.578 -0.874 5.155 0.1 -0.3 -0.6 0.079
H -2.226 0.017 1.651 0.1 0.1 -0.1 0.051
H -3.113 1.158 2.605 -0.1 0.3 0.3 0.073
H -3.353 -0.578 2.802 0.2 -0.1 0.6 0.088
```
Positions in Å, forces in eV/Å.


(3)
The following is a quantum chemistry calculation of a structure of composition C4H3LiO6 in a non-equilibrium geometry, from the OMol25 dataset.

Summary:
- maximum force (eV/Å) = 8.9
- 2S+1 = 1
- HOMO-LUMO gap (spin up / spin down) (eV) = 6.821 / 6.821

Structure (XYZ):
```
14
Properties=species:S:1:pos:R:3:forces:R:3:lowdin_charge:R:1
O 2.251 0.901 -1.687 2.9 4.9 -1.3 0.104
C 3.462 0.967 -1.617 -6.8 -5.8 -0.9 -0.118
O 4.171 2.415 -3.438 -0.4 -0.5 0.0 0.047
C 4.718 3.495 -2.837 0.2 0.7 0.0 -0.791
C 4.360 1.175 -2.799 2.4 0.2 0.3 -0.099
O 5.328 3.350 -1.750 0.1 0.1 0.5 -0.076
O 4.576 4.592 -3.419 0.1 0.1 0.2 -0.057
H 5.395 1.047 -2.453 -0.2 0.1 -0.3 0.140
H 4.153 0.407 -3.559 -0.3 0.1 0.6 0.165
Li 5.457 5.328 -1.814 -0.3 -0.7 -0.5 0.843
O 2.661 -0.419 1.227 -0.1 -0.3 0.9 0.076
C 2.531 -0.448 -0.062 -2.1 -1.9 1.2 -0.293
O 3.681 -0.408 -0.665 3.8 2.9 -0.6 -0.051
H 3.582 -0.320 1.533 0.6 0.0 -0.1 0.108
```
Positions in Å, forces in eV/Å.


- Which value of maximum force does entry 3 give?
  8.9 eV/Å


- Which value of maximum force does entry 3 give?
  8.9 eV/Å